C39H54I2N3O3P2SnTe | the ωB97M-V functional and the def2-TZVPD basis

```
! RIJCOSX wB97M-V def2-TZVPD def2/J DEFGRID3
* xyz 1 1
Sn 0.3951 -0.1591 0.3154
C -0.1927 -2.5647 5.4267
C -0.8287 -1.5382 4.4967
C -2.0932 -2.1298 3.8894
P 0.3134 -0.8962 3.1458
C 1.6147 -0.0147 4.1555
C 2.8598 0.2155 3.3080
C 1.0312 1.3213 4.6116
C 1.1761 -2.3911 2.5504
C 2.1925 -3.0508 3.2303
C 2.7834 -4.1697 2.6733
C 2.3965 -4.6179 1.4210
C 1.3972 -3.9641 0.7286
C 0.7600 -2.8732 1.2995
N -0.2676 -2.1719 0.6421
C -1.5345 -2.6684 0.6421
C -1.8048 -3.9931 1.0172
C -3.0930 -4.4699 1.0740
C -4.1699 -3.6494 0.7650
C -3.9325 -2.3428 0.3949
C -2.6352 -1.8394 0.3235
P -2.2511 -0.1473 -0.1764
C -2.9090 0.0626 -1.9213
C -1.8555 -0.5269 -2.8526
C -4.2500 -0.5898 -2.2365
C -3.1572 1.1582 0.8176
C -2.2835 1.5539 2.0024
C -4.5615 0.8164 1.2928
H -0.9377 -2.9065 6.1446
H 0.1515 -3.4316 4.8676
H 0.6411 -2.1524 5.9878
H -1.0987 -0.6500 5.0822
H -1.8622 -3.0524 3.3621
H -2.8145 -2.3548 4.6728
H -2.5620 -1.4468 3.1848
H 1.8725 -0.6140 5.0333
H 2.5648 0.6050 2.3290
H 3.5053 0.9454 3.7972
H 3.4242 -0.7010 3.1497
H 1.7603 1.8587 5.2132
H 0.7684 1.9399 3.7515
H 0.1386 1.1796 5.2140
H 2.5259 -2.6984 4.1966
H 3.5493 -4.6887 3.2263
H 2.8692 -5.4859 0.9903
H 1.0957 -4.2881 -0.2534
H -0.9828 -4.6419 1.2811
H -3.2679 -5.4873 1.3870
H -5.1785 -4.0287 0.8179
H -4.7664 -1.6992 0.1754
H -2.9820 1.1475 -2.0806
H -1.7928 -1.6037 -2.6986
H -2.1041 -0.3386 -3.8967
H -0.8792 -0.0961 -2.6424
H -4.1832 -1.6680 -2.1108
H -5.0621 -0.2143 -1.6214
H -4.4988 -0.3839 -3.2772
H -3.2107 2.0117 0.1295
H -2.1531 0.7098 2.6767
H -1.2904 1.8750 1.6691
H -2.7419 2.3672 2.5599
H -4.5307 0.0259 2.0393
H -5.0049 1.7026 1.7465
H -5.2064 0.5029 0.4763
I 4.2122 1.0940 -0.3313
C 4.5603 2.6181 1.1365
I 2.8111 3.7560 1.7851
H 5.2739 3.3229 0.7257
H 4.9539 2.1399 2.0274
Te 1.3078 3.1314 -0.7614
C 0.6808 5.1822 -0.7900
C 1.5952 6.2263 -0.7287
C 1.1537 7.5348 -0.8255
C -0.1893 7.8035 -1.0272
C -1.1007 6.7631 -1.0959
C -0.6694 5.4556 -0.9584
H 2.6522 6.0193 -0.6003
H 1.8607 8.3465 -0.7533
H -0.5274 8.8218 -1.1301
H -2.1494 6.9662 -1.2535
H -1.3721 4.6304 -0.9806
C 0.6904 -2.6591 -4.1298
C 1.9434 -1.8754 -4.5097
C 1.9050 -0.3874 -4.1272
C 3.2759 0.3219 -4.3814
C 3.7800 0.2058 -5.8131
C 0.8852 0.3572 -4.9666
O 0.4777 0.0079 -6.0373
N 0.4771 1.5744 -4.4195
C 0.7372 1.9322 -3.1379
O 0.4183 3.0769 -2.7211
N 1.2537 1.0824 -2.2829
C 1.6251 -0.1680 -2.6582
O 1.7586 -1.0278 -1.8055
H 0.7838 -3.6746 -4.5066
H -0.1998 -2.2209 -4.5741
H 0.5694 -2.7021 -3.0493
H 2.0685 -1.9245 -5.5902
H 2.8047 -2.3346 -4.0255
H 4.0144 -0.1053 -3.6995
H 3.1735 1.3797 -4.1183
H 4.0531 -0.8176 -6.0455
H 4.6620 0.8294 -5.9431
H 3.0254 0.5318 -6.5228
H -0.0962 2.1829 -4.9935
*
```

Results
Electronic energy   -99832.5502 eV
Frontier orbital gap   0.252 hartree